Run one
28
Properties=species:S:1:pos:R:3:mulliken_charge:R:1 method="wB97M-V/def2-TZVPD" e_homo_ev=-9.1 homo_lumo_gap_ev=10.05 smiles=C1COCCO1.C1COCCO1
C -0.455 0.333 2.153 0.101
C -1.762 0.659 1.377 -0.653
O -1.484 1.073 0.042 -0.438
C -0.565 2.128 0.017 -0.733
C 0.707 1.812 0.856 0.149
O 0.390 1.421 2.226 -0.446
H 0.080 -0.555 1.765 -0.099
H -0.674 0.153 3.223 0.365
H -2.160 1.545 1.908 0.383
H -2.510 -0.152 1.468 0.349
H -0.422 2.215 -1.077 0.404
H -0.944 3.100 0.386 0.334
H 1.259 1.022 0.312 -0.144
H 1.364 2.702 0.915 0.380
C 0.543 -2.218 -0.136 -0.677
C -0.758 -1.852 -0.836 0.237
O -0.447 -1.311 -2.209 -0.490
C 0.467 -0.191 -2.097 0.591
C 1.776 -0.721 -1.507 -0.594
O 1.418 -1.104 -0.165 -0.417
H 1.063 -3.122 -0.507 0.344
H 0.361 -2.355 0.947 0.322
H -1.318 -1.073 -0.284 -0.125
H -1.317 -2.803 -0.737 0.358
H 0.634 0.232 -3.107 0.384
H -0.026 0.587 -1.484 -0.502
H 2.216 -1.571 -2.063 0.335
H 2.564 0.047 -1.387 0.282

Run two
28
Properties=species:S:1:pos:R:3:mulliken_charge:R:1 method="wB97M-V/def2-TZVPD" e_homo_ev=-10.2 homo_lumo_gap_ev=10.86 smiles="CCC(=O)OC.CCC(=O)OC"
C 0.597 5.887 -0.808 -1.038
C 1.672 5.023 -0.175 -0.172
C 1.407 3.532 -0.320 0.553
O 0.321 3.100 -0.096 -0.570
O 2.376 2.819 -0.793 -0.320
C 2.299 1.486 -0.955 -0.630
H 0.537 5.725 -1.898 0.310
H 0.789 6.957 -0.622 0.318
H -0.374 5.620 -0.358 0.267
H 2.708 5.132 -0.550 0.259
H 1.680 5.256 0.907 0.210
H 3.259 1.213 -1.425 0.239
H 1.477 1.114 -1.590 0.286
H 2.235 0.990 0.028 0.287
C -1.705 -2.998 -0.991 -1.040
C -1.475 -2.345 0.395 -0.141
C -1.568 -3.494 1.453 0.503
O -1.692 -3.236 2.670 -0.586
O -1.344 -4.703 0.894 -0.249
C -1.300 -5.820 1.668 -0.666
H -2.071 -2.220 -1.683 0.374
H -2.495 -3.757 -0.866 0.285
H -0.821 -3.481 -1.440 0.252
H -0.500 -1.821 0.391 0.182
H -2.267 -1.581 0.514 0.275
H -0.818 -6.617 1.078 0.238
H -2.269 -6.195 2.040 0.277
H -0.658 -5.585 2.533 0.297

Which is the most stable structure? run two is the most stable.

Run one
10
Properties=species:S:1:pos:R:3:mulliken_charge:R:1 method="wB97M-V/def2-TZVPD" e_homo_ev=-10.8 homo_lumo_gap_ev=11.43 smiles=Cn1ncnn1
C -1.518 0.082 0.037 -0.631
N -0.161 0.143 -0.222 0.746
N 0.600 -0.960 -0.019 -0.658
C 1.796 -0.447 0.000 0.138
N 1.791 0.869 0.052 -0.364
N 0.535 1.286 -0.076 -0.390
H -1.794 -0.377 1.031 0.280
H -1.855 1.136 0.062 0.324
H -2.078 -0.560 -0.739 0.214
H 2.685 -1.173 -0.127 0.340

Run two
10
Properties=species:S:1:pos:R:3:mulliken_charge:R:1 method="wB97M-V/def2-TZVPD" e_homo_ev="-8.4 / -8.4" homo_lumo_gap_ev="8.37 / 8.37"
C 0.657 0.745 -0.092 -0.057
C -1.343 -0.391 0.041 -0.676
N 1.938 0.793 -0.076 0.416
N 2.879 0.153 0.103 -0.481
N 0.705 -1.530 0.312 -0.868
N 0.088 -0.500 0.199 0.615
H 0.211 1.722 -0.192 0.261
H -1.656 -1.001 -0.911 0.227
H -2.013 -0.640 0.822 0.293
H -1.465 0.649 -0.205 0.271

Run three
10
Properties=species:S:1:pos:R:3:mulliken_charge:R:1 method="wB97M-V/def2-TZVPD" e_homo_ev=-8.6 homo_lumo_gap_ev=7.68
H 1.702 -0.670 -0.784 0.237
N 1.047 -1.403 -1.076 -0.645
C -0.148 -1.117 -0.758 0.017
C -0.636 0.033 0.090 0.512
N -1.873 0.016 0.462 -0.664
H -2.343 0.920 0.477 0.222
N 0.257 0.942 0.479 0.317
N 1.319 1.532 0.579 -0.661
H 1.642 1.530 1.574 0.260
H -0.966 -1.782 -1.042 0.405

Run four
10
Properties=species:S:1:pos:R:3:mulliken_charge:R:1 method="wB97M-V/def2-TZVPD" e_homo_ev=-8.4 homo_lumo_gap_ev=8.59
H 0.058 -1.000 -2.063 0.203
N 0.319 -0.914 -1.079 -0.192
N 1.491 -0.464 -0.955 -0.280
C 1.632 0.084 0.293 0.109
N 0.588 0.615 0.875 -0.490
N -0.534 0.485 0.174 0.055
C -1.719 0.350 0.598 -0.299
H 2.625 0.277 0.683 0.375
H -1.970 0.186 1.640 0.282
H -2.491 0.380 -0.167 0.236

Which is the most stable structure? run one is the most stable.

Run one
12
Properties=species:S:1:pos:R:3:mulliken_charge:R:1 method="wB97M-V/def2-TZVPD" e_homo_ev=-9.0 homo_lumo_gap_ev=9.31 smiles="Nn1[nH]nn/c1=N/O"
N -0.605 -1.009 -1.063 -0.671
N 0.401 -0.342 -0.239 0.313
N 1.478 -1.093 0.033 0.104
N 2.142 -0.525 0.962 -0.350
N 1.593 0.432 1.537 -0.208
C 0.292 0.657 0.834 0.530
N -0.637 1.543 1.041 -0.426
O -1.734 1.213 -0.040 -0.477
H -0.821 -0.275 -1.768 0.294
H -1.590 -1.408 -0.635 0.297
H 2.001 -0.950 -0.762 0.278
H -2.521 1.759 0.101 0.315

Run two
12
Properties=species:S:1:pos:R:3:mulliken_charge:R:1 method="wB97M-V/def2-TZVPD" e_homo_ev=-9.2 homo_lumo_gap_ev=8.49
C 0.029 0.677 -0.125 0.245
H -1.453 1.834 0.704 0.365
H -3.240 0.031 -0.794 0.216
H 2.859 0.761 -0.496 0.277
H 2.569 0.608 1.098 0.263
N -2.359 0.207 0.472 -0.595
N -1.043 -0.263 -0.207 0.627
N -0.726 -1.444 -0.068 -0.445
N 0.583 -1.482 0.006 -0.370
N 1.039 -0.276 -0.139 0.534
N 2.473 0.137 0.222 -0.590
O -0.086 1.820 -0.221 -0.527

Which is the most stable structure? run one is the most stable.

Run one
16
Properties=species:S:1:pos:R:3:mulliken_charge:R:1 method="wB97M-V/def2-TZVPD" e_homo_ev=-8.5 homo_lumo_gap_ev=8.36 smiles=CSS.O.O.O
C 2.221 2.486 -0.496 -0.765
S 0.824 1.288 -0.771 0.047
S -0.889 1.713 0.154 -0.259
H 2.396 2.942 -1.486 0.272
H 1.864 3.203 0.264 0.263
H 3.181 2.158 -0.204 0.314
H -1.762 0.703 0.011 0.253
O -2.533 -2.821 -2.153 -0.640
H -1.645 -3.033 -1.960 0.318
H -2.977 -2.395 -1.350 0.312
O -0.963 -0.402 2.630 -0.635
H -0.162 -0.016 3.002 0.328
H -1.077 0.014 1.638 0.143
O 0.334 -2.070 -0.100 -0.582
H -0.074 -1.531 0.572 0.328
H 1.262 -2.239 0.249 0.302

Run two
16
Properties=species:S:1:pos:R:3:mulliken_charge:R:1 method="wB97M-V/def2-TZVPD" e_homo_ev=-8.4 homo_lumo_gap_ev=8.76 smiles=CSS.O.O.O
C 0.521 1.049 2.194 -0.925
S 0.520 1.951 0.562 -0.060
S 2.040 1.409 -0.756 -0.170
H -0.380 0.586 2.326 0.291
H 0.737 1.704 2.936 0.390
H 1.373 0.395 2.327 0.322
H 2.295 0.074 -0.303 0.149
O -2.243 1.105 -2.864 -0.644
H -1.942 1.317 -1.985 0.329
H -1.916 1.919 -3.386 0.323
O -1.355 -1.600 -0.585 -0.549
H -2.195 -1.923 -0.279 0.282
H -1.479 -1.282 -1.439 0.298
O 1.505 -2.400 0.708 -0.597
H 1.078 -1.549 0.702 0.239
H 1.442 -2.758 -0.157 0.322

Which is the most stable structure? run two is the most stable.

Run one
43
Properties=species:S:1:pos:R:3:mulliken_charge:R:1 method="wB97M-V/def2-TZVPD" e_homo_ev=-7.9 homo_lumo_gap_ev=7.99 smiles="COc1ccc(/C=N/NC(=O)c2c(C)nc3ccc(Br)cn23)cc1OC"
C 1.043 -7.914 -0.828 -0.715
O 0.799 -6.704 -1.511 -0.466
C 0.801 -5.506 -0.877 0.424
C 0.543 -4.423 -1.718 -0.745
C 0.504 -3.129 -1.252 -0.834
C 0.728 -2.875 0.099 0.129
C 0.686 -1.523 0.606 -0.553
N 0.913 -1.281 1.837 -0.460
N 0.877 -0.035 2.360 -0.103
C 0.389 1.170 1.914 0.417
O 0.849 2.200 2.384 -0.687
C -0.732 1.177 0.977 -0.332
C -1.865 0.365 0.840 1.220
C -2.208 -0.887 1.557 -1.422
N -2.710 0.885 -0.062 -0.811
C -2.166 2.010 -0.496 0.313
C -2.628 2.930 -1.445 -0.743
C -1.880 4.042 -1.716 -0.102
C -0.664 4.239 -1.032 -0.378
Br 0.368 5.789 -1.397 -0.208
C -0.207 3.345 -0.108 0.078
N -0.950 2.246 0.143 0.063
C 0.983 -3.952 0.953 -0.490
C 1.025 -5.256 0.496 1.245
O 1.274 -6.325 1.319 -0.453
C 1.501 -6.083 2.686 -0.944
H 0.292 -8.102 -0.058 0.262
H 2.036 -7.930 -0.376 0.266
H 0.979 -8.687 -1.594 0.294
H 0.374 -4.643 -2.760 0.443
H 0.300 -2.316 -1.932 0.391
H 0.456 -0.745 -0.127 0.573
H 1.471 0.048 3.179 0.277
H -1.849 -1.753 1.000 0.197
H -3.289 -0.959 1.636 0.450
H -1.758 -0.906 2.547 0.375
H -3.566 2.735 -1.935 0.471
H -2.206 4.772 -2.439 0.469
H 0.705 3.474 0.455 0.520
H 1.148 -3.720 1.991 0.623
H 2.382 -5.453 2.842 0.348
H 0.632 -5.621 3.163 0.353
H 1.676 -7.064 3.126 0.245

Run two
43
Properties=species:S:1:pos:R:3:mulliken_charge:R:1 method="wB97M-V/def2-TZVPD" e_homo_ev=-7.6 homo_lumo_gap_ev=7.33
C -5.337 1.518 -0.026 -0.797
H -6.342 1.165 -0.039 0.331
H -4.740 1.211 -0.872 0.321
H -5.383 2.678 -0.236 0.293
O -4.639 1.483 1.380 -0.491
C -3.443 1.559 1.668 0.691
C -3.122 1.004 3.013 -1.358
C -1.794 1.404 3.320 -0.327
C -0.819 1.966 2.524 -0.082
C -1.226 2.429 1.376 -0.250
C -2.528 2.193 0.611 1.174
C -2.610 2.873 -0.680 -0.260
O -3.410 3.860 -0.649 -0.658
N -1.948 2.348 -1.581 -0.284
N -0.897 1.513 -1.280 0.230
C -0.202 0.863 -2.134 -0.824
C 0.804 0.003 -1.717 1.055
C 1.604 -0.582 -2.864 -0.915
C 2.510 -1.334 -2.789 -0.616
C 2.726 -1.975 -1.412 0.265
N 3.744 -2.708 -0.861 0.095
C 3.430 -3.021 0.458 0.487
O 3.996 -3.572 1.221 -0.446
N 2.364 -2.127 0.803 0.053
C 2.072 -1.163 -0.556 0.430
C 0.937 -0.362 -0.577 -0.050
H 0.440 0.009 0.393 0.042
C 1.867 -1.670 1.996 -1.061
H 0.878 -2.078 2.253 0.343
H 2.432 -2.385 2.888 0.307
H 2.065 -0.624 2.318 0.308
C 4.760 -3.439 -1.528 -1.026
H 4.153 -4.182 -2.285 0.289
H 5.237 -4.112 -0.652 0.305
H 5.424 -2.887 -1.951 0.403
H 3.076 -1.848 -3.675 0.273
H 1.504 0.004 -3.976 0.071
H -0.402 1.174 -3.160 0.343
H -1.969 2.763 -2.485 0.281
H -0.457 2.729 0.611 0.319
Br 0.754 2.006 3.351 -0.135
H -1.668 0.680 4.320 0.151
H -3.842 0.630 3.481 0.721

Which is the most stable structure? run one is the most stable.

Run one
20
Properties=species:S:1:pos:R:3:mulliken_charge:R:1 method="wB97M-V/def2-TZVPD" e_homo_ev="-15.3 / -15.3" spin_multiplicity=2 homo_lumo_gap_ev="11.24 / 6.46" s_squared=0.75 charge=+1
C -2.296 -0.113 0.344 -0.583
C -2.074 1.235 -0.378 -0.842
H -2.646 -0.861 -0.360 0.247
H -1.381 -0.448 0.811 0.075
H -3.087 0.015 1.077 0.317
H -1.040 1.390 -0.696 0.268
H -2.400 2.076 0.225 0.282
H -2.675 1.266 -1.285 0.332
C 1.130 -0.060 0.689 0.038
C 2.217 0.908 0.186 -1.276
C 1.089 -1.464 0.136 0.992
O 1.023 -2.339 1.020 -0.185
N 1.176 -1.742 -1.125 -0.325
H 1.214 -0.124 1.774 0.358
H 0.169 0.422 0.532 -0.351
H 3.117 0.690 0.746 0.378
H 1.844 1.901 0.425 0.370
H 0.877 -2.652 -1.450 0.283
H 1.248 -0.998 -1.804 0.242
H 2.496 0.899 -0.867 0.380

Run two
20
Properties=species:S:1:pos:R:3:mulliken_charge:R:1 method="wB97M-V/def2-TZVPD" e_homo_ev="-15.7 / -15.4" spin_multiplicity=2 homo_lumo_gap_ev="7.90 / 7.58" s_squared=0.75 charge=+1
C -0.726 0.595 -1.349 -0.597
N -1.478 1.053 -0.310 0.025
C -0.822 1.999 0.506 -0.749
O 1.813 -0.517 1.961 -0.333
C 0.715 -0.044 -1.020 -0.495
C 0.496 -1.510 -0.533 -0.482
C -0.449 -1.535 0.638 -1.066
H -1.305 -0.179 -1.864 0.379
H -0.619 1.443 -2.058 0.422
H 2.291 -0.493 2.809 0.312
H -1.505 2.800 0.807 0.332
H -0.026 2.536 -0.012 0.372
H -0.472 1.526 1.434 0.351
H 0.995 0.487 -0.110 0.365
H 1.405 0.121 -1.830 0.421
H 0.271 -2.054 -1.445 0.480
H 1.553 -1.599 -0.265 0.306
H -0.476 -2.558 1.013 0.351
H -0.175 -0.730 1.307 0.245
H -1.488 -1.342 0.324 0.363

Run three
20
Properties=species:S:1:pos:R:3:mulliken_charge:R:1 method="wB97M-V/def2-TZVPD" e_homo_ev="-14.4 / -14.4" spin_multiplicity=2 homo_lumo_gap_ev="10.56 / 5.22" s_squared=0.76 charge=+1
C 3.391 -0.224 -1.833 -0.779
C 3.337 -1.428 -0.910 -0.783
H 2.592 0.463 -1.597 0.165
H 4.297 0.378 -1.729 0.304
H 3.200 -0.457 -2.883 0.289
H 4.242 -2.035 -0.970 0.317
H 2.601 -2.114 -1.317 0.247
H 3.058 -1.180 0.100 0.247
C -0.797 -0.210 0.028 0.221
C -1.828 -0.567 -1.015 -1.274
C -1.498 0.637 1.172 0.535
O -2.508 0.152 1.654 -0.168
N -0.933 1.760 1.513 -0.286
H -0.478 -1.081 0.606 0.266
H 0.042 0.368 -0.357 0.081
H -2.568 0.201 -1.244 0.351
H -2.436 -1.432 -0.723 0.369
H -1.363 2.307 2.257 0.273
H -0.162 2.193 1.012 0.256
H -1.379 -0.956 -1.934 0.369

Run four
20
Properties=species:S:1:pos:R:3:mulliken_charge:R:1 method="wB97M-V/def2-TZVPD" e_homo_ev="-14.2 / -14.2" spin_multiplicity=2 homo_lumo_gap_ev="8.81 / 5.30" s_squared=0.76 charge=+1
C -0.180 -2.678 -1.704 -1.000
C 0.461 -2.007 -0.483 -0.319
C -0.443 -0.969 0.028 -0.587
C 0.272 -0.059 1.040 -0.567
C 0.966 1.625 -0.650 -0.130
N 1.161 1.054 0.474 0.035
H -0.158 -3.740 -1.496 0.295
H -1.136 -2.164 -1.816 0.335
H 0.497 -2.476 -2.601 0.250
H 0.643 -2.826 0.200 0.337
H 1.472 -1.730 -0.864 0.336
H -1.040 -0.278 -0.719 0.376
H -1.256 -1.420 0.638 0.310
H 0.928 -0.620 1.739 0.358
H -0.462 0.469 1.656 0.327
H 1.472 2.660 -0.810 0.308
H 0.432 1.246 -1.517 0.334
H -1.350 4.690 3.050 0.335
H -0.933 4.160 1.699 0.280
O -1.347 5.062 2.137 -0.614

Which is the most stable structure? run one is the most stable.